1.
Below is a molecular structure, C16H18Br2N2O2PtSSe, with properties calculated with ωB97M-V with the def2-TZVPD basis set.

XYZ file:
```
43
C16H18Br2N2O2PtSSe | the Open Molecules 2025 dataset | ωB97M-V with the def2-TZVPD basis set
Pt -1.6692 -1.6551 -0.2906
Br -0.3543 -1.0659 4.6829
C 0.7417 -1.4526 3.1986
C 2.1312 -1.5246 3.3773
C 2.9663 -1.7925 2.3301
Br 4.8342 -1.8794 2.6326
C 2.4419 -2.0033 1.0337
C 3.2031 -2.2703 -0.1241
C 2.5839 -2.4484 -1.3300
C 1.1862 -2.3517 -1.4026
N 0.4600 -2.1040 -0.3378
C 1.0430 -1.9300 0.8772
C 0.1460 -1.6475 1.9636
O -1.1346 -1.5896 1.7612
H 2.5380 -1.3630 4.3656
H 4.2798 -2.3304 -0.0431
H 3.1499 -2.6564 -2.2262
H 0.6515 -2.4796 -2.3366
Se -3.9215 -2.2969 -0.8516
C -2.6915 -1.9188 -2.2307
N -2.1566 -1.6909 -3.2489
C -2.0390 1.7576 2.3317
C -2.8662 1.4673 1.0860
C -2.1533 1.7768 -0.2259
S -0.8162 0.6250 -0.5605
O 0.3545 0.9572 0.2684
C -0.4161 0.9543 -2.3023
C 0.8372 1.8053 -2.4496
C 0.6476 3.2628 -2.0549
H -2.6042 1.5013 3.2266
H -1.7726 2.8151 2.3875
H -1.1207 1.1761 2.3463
H -3.7803 2.0662 1.0920
H -3.1839 0.4199 1.0806
H -1.6833 2.7634 -0.2179
H -2.8254 1.6998 -1.0828
H -1.2963 1.4214 -2.7467
H -0.3058 -0.0280 -2.7610
H 1.1379 1.7349 -3.4978
H 1.6394 1.3624 -1.8573
H -0.1934 3.7112 -2.5883
H 1.5382 3.8436 -2.2913
H 0.4733 3.3571 -0.9831
```

Its spin multiplicity is 3. The expectation value of S² is 2.030. Its charge is 0.

Results of the Löwdin charge analysis, in e, for atoms 1 through 6: Pt 0.83; Br 0.80; C -0.60; C -0.16; C -0.63; Br 0.77



2.
Below is 3 unconnected molecules or ions with the total composition CH6NO4 at a distorted geometry, with properties calculated with ωB97M-V with the def2-TZVPD basis set.

XYZ file:
```
12
CH6NO4 | the Open Molecules 2025 dataset | ωB97M-V with the def2-TZVPD basis set
N 0.1010 1.8656 -1.2706
C 0.5532 0.5425 -0.8963
O 1.4018 0.4145 -0.0075
O -0.0055 -0.3354 -1.6202
H 0.2914 2.7161 -0.7578
H -0.7783 1.7808 -1.7088
H 0.7303 -1.9629 0.6171
H 0.3232 -1.8774 -0.8461
O 0.3196 -2.4939 -0.0657
H -1.1065 0.4620 2.5328
H -0.6290 -0.6284 1.6270
O -1.2012 -0.4836 2.3962
```

Its spin multiplicity is 1. Its charge is -1.

Results of the Löwdin charge analysis, in e, for atoms 1 through 6: N 0.08; C -0.82; O -0.06; O -0.11; H 0.05; H 0.04



3.
Below is 2 unconnected molecules or ions with the total composition C2H8NO at a distorted geometry, with properties calculated with ωB97M-V with the def2-TZVPD basis set.

XYZ file:
```
12
C2H8NO | the Open Molecules 2025 dataset | ωB97M-V with the def2-TZVPD basis set
O -1.2447 1.6954 1.2504
H -2.1849 1.5087 1.1848
C -0.5237 -1.0433 0.0083
N 0.5974 -0.2334 0.5532
C 1.3042 0.2623 -0.6242
H -0.8233 -0.7411 -0.9883
H -1.3316 -1.1081 0.7312
H -0.1628 -2.0827 -0.1041
H 0.0378 0.5532 0.9516
H 0.6448 0.8360 -1.3147
H 2.1225 0.9391 -0.3829
H 1.5642 -0.5861 -1.2654
```

Its spin multiplicity is 1. Its charge is -1.

Results of the Löwdin charge analysis, in e, for atoms 1 through 6: O -0.57; H -0.18; C -0.20; N -0.19; C -0.21; H 0.05



| no. | total energy (a.u.) |
| --- | --- |
| 1 | -8947.39950 |
| 2 | -397.51963 |
| 3 | -210.95880 |